1.
116
Properties=species:S:1:pos:R:3:lowdin_charge:R:1 method="wB97M-V/def2-TZVPD" relative_energy_kj_mol=0.0 e_tot_ha=-3736.9971 lumo_ev=3.679 orbital_gap_ev=5.06 charge=-2
Sr 0.304 -0.044 0.583 1.003
S 0.734 -2.889 1.195 0.478
C 2.284 -2.884 0.436 -1.171
S 2.980 -1.417 -0.149 0.514
C 2.999 -4.084 0.285 -0.420
C 2.449 -5.338 0.654 -0.307
N 2.044 -6.388 0.923 0.110
C 4.283 -4.141 -0.322 -0.305
N 5.322 -4.252 -0.814 0.103
S -4.319 -3.940 1.190 0.509
C -3.323 -4.760 0.111 -0.827
N -1.967 -4.625 0.160 0.061
C -1.083 -5.327 -0.580 -0.089
C -1.525 -6.246 -1.481 -0.079
C -2.918 -6.393 -1.641 -0.085
C -3.790 -5.662 -0.887 -0.122
H -1.583 -3.938 0.804 0.063
H -0.045 -5.099 -0.387 0.077
H -0.814 -6.816 -2.060 0.102
H -3.304 -7.086 -2.380 0.100
H -4.860 -5.762 -0.997 0.089
O -3.950 0.042 0.862 0.048
C -2.937 -0.448 0.921 -0.015
N -1.211 4.357 -0.103 0.128
C -1.070 2.999 -0.053 -0.174
N -0.427 2.596 1.011 0.070
C -0.117 3.745 1.720 -0.239
C 0.595 3.891 2.909 0.002
C 0.788 5.177 3.378 -0.088
C 0.292 6.295 2.688 -0.116
C -0.409 6.163 1.502 -0.044
C -0.601 4.868 1.032 -0.205
H -1.648 4.872 -0.845 0.147
H -1.405 2.307 -0.827 0.066
H 0.976 3.013 3.417 0.102
H 1.341 5.326 4.297 0.097
H 0.466 7.286 3.091 0.088
H -0.782 7.029 0.968 0.096
C 2.666 2.892 -0.150 -0.135
O 2.162 1.665 -0.655 -0.242
H 3.646 3.124 -0.579 0.084
H 2.748 2.883 0.941 0.069
H 1.963 3.670 -0.450 0.077
H 2.817 0.958 -0.538 -0.029
C 5.177 1.265 1.994 -0.061
C 4.199 1.094 3.129 -0.295
C 4.627 1.190 4.460 -0.074
C 3.690 0.994 5.462 -0.317
C 4.119 1.029 6.911 -0.079
C 2.354 0.735 5.175 -0.020
C 1.848 0.662 3.837 -0.318
C 2.878 0.847 2.850 -0.043
N 0.604 0.485 3.367 -0.015
C -0.590 0.225 4.179 -0.626
C -0.582 0.504 5.697 -0.081
C -0.997 -1.246 4.003 -0.071
C -1.717 1.114 3.627 -0.081
H 6.165 0.886 2.266 0.070
H 5.290 2.320 1.726 0.069
H 4.843 0.716 1.111 0.048
H 5.671 1.370 4.698 0.089
H 5.163 1.333 7.004 0.059
H 4.011 0.044 7.373 0.071
H 3.507 1.728 7.488 0.066
H 1.716 0.571 6.024 0.061
H 2.614 0.734 1.804 0.028
H -0.009 -0.237 6.252 0.068
H -1.615 0.450 6.054 0.071
H -0.201 1.501 5.922 0.076
H -0.183 -1.902 4.316 0.081
H -1.208 -1.476 2.956 0.018
H -1.897 -1.482 4.582 0.078
H -1.550 2.158 3.910 0.074
H -2.690 0.798 4.018 0.080
H -1.752 1.085 2.540 0.008
C -0.757 -2.206 -4.912 -0.088
C -0.970 -1.879 -3.430 -0.586
C -2.196 -2.660 -2.942 -0.099
C 0.209 -2.440 -2.622 -0.104
P -1.200 -0.045 -2.955 0.783
N -1.012 0.244 -1.458 -0.420
C -2.953 0.433 -3.608 -0.589
C -3.972 -0.016 -2.556 -0.109
C -3.388 -0.094 -4.978 -0.095
C -3.060 1.965 -3.630 -0.113
C 0.049 0.956 -4.018 -0.585
C -0.234 1.127 -5.513 -0.096
C 0.184 2.344 -3.367 -0.112
C 1.443 0.328 -3.856 -0.096
H -0.721 -3.296 -5.022 0.083
H 0.185 -1.816 -5.294 0.057
H -1.561 -1.839 -5.551 0.053
H -1.965 -3.727 -2.989 0.071
H -3.081 -2.492 -3.554 0.056
H -2.429 -2.414 -1.904 0.078
H 0.238 -3.527 -2.760 0.084
H 0.075 -2.255 -1.557 0.023
H 1.177 -2.046 -2.914 0.057
H -4.177 -1.084 -2.577 0.063
H -4.921 0.506 -2.724 0.080
H -3.604 0.242 -1.567 0.028
H -3.486 -1.178 -4.988 0.054
H -2.711 0.194 -5.782 0.057
H -4.376 0.320 -5.215 0.079
H -2.770 2.380 -2.662 0.062
H -4.104 2.243 -3.814 0.076
H -2.456 2.427 -4.408 0.051
H -1.124 1.726 -5.707 0.053
H -0.347 0.174 -6.028 0.057
H 0.613 1.651 -5.973 0.079
H -0.731 2.932 -3.396 0.049
H 0.960 2.906 -3.901 0.083
H 0.494 2.227 -2.329 0.041
H 1.561 -0.601 -4.409 0.061
H 1.670 0.145 -2.806 0.056
H 2.189 1.033 -4.241 0.084



2.
114
Properties=species:S:1:pos:R:3:lowdin_spin:R:1 method="wB97M-V/def2-TZVPD" relative_energy_kj_mol=0.0 e_tot_ha=-10139.5112 lumo_ev="-3.686 / -3.679" orbital_gap_ev="6.95 / 6.87" charge=+1 spin_multiplicity=2
V 0.560 0.830 -0.218 1.188
C 1.352 -2.561 -1.682 0.000
C 1.696 -3.078 -0.288 -0.002
C 0.474 -3.159 0.641 0.001
C 2.816 -2.324 0.422 -0.021
C 3.786 -3.133 0.998 0.002
C 4.855 -2.611 1.695 -0.020
C 4.971 -1.239 1.801 0.003
C 4.036 -0.369 1.256 -0.021
C 4.337 1.108 1.487 -0.002
C 4.409 1.894 0.174 -0.002
C 3.402 1.716 2.538 -0.001
C 2.897 -0.910 0.572 -0.012
N 1.844 -0.109 0.096 -0.191
H 0.588 -3.198 -2.140 0.000
H 2.238 -2.587 -2.321 0.000
H 0.981 -1.547 -1.645 0.001
H 2.061 -4.096 -0.429 0.000
H 0.203 -2.164 1.004 0.002
H 0.707 -3.772 1.515 0.000
H -0.383 -3.611 0.124 0.000
H 3.695 -4.209 0.895 0.000
H 5.600 -3.266 2.131 -0.001
H 5.813 -0.821 2.340 0.000
H 5.335 1.145 1.928 0.000
H 3.503 1.777 -0.401 0.000
H 5.249 1.543 -0.430 0.000
H 4.554 2.958 0.378 0.000
H 2.363 1.539 2.306 0.000
H 3.561 2.792 2.627 0.000
H 3.605 1.251 3.499 0.000
Br -4.196 -5.677 1.817 0.000
C -3.508 -4.081 1.138 0.000
C -3.075 -3.082 1.998 0.000
C -2.568 -1.921 1.465 0.000
N -2.484 -1.726 0.134 -0.003
C -2.897 -2.706 -0.699 -0.001
C -3.419 -3.886 -0.236 0.000
H -3.139 -3.202 3.071 0.000
H -2.205 -1.118 2.097 0.000
H -2.803 -2.507 -1.761 0.000
H -3.754 -4.645 -0.929 0.000
C -0.785 2.279 4.847 0.000
C -0.110 1.513 5.996 0.000
C 1.306 2.095 6.151 0.000
C -0.858 1.803 7.314 0.000
Si -0.075 -0.381 5.656 0.000
Br 0.048 -0.570 3.358 0.001
C 1.473 -1.335 6.272 0.000
C 1.301 -2.843 6.029 0.000
C 2.744 -0.903 5.529 0.000
C 1.687 -1.115 7.781 0.000
C -1.757 -1.259 5.996 0.000
C -2.921 -0.414 5.451 0.000
C -1.942 -1.483 7.508 0.000
C -1.862 -2.631 5.304 0.000
H -0.877 3.334 5.131 0.000
H -1.787 1.908 4.621 0.000
H -0.188 2.234 3.935 0.000
H 1.226 3.165 6.373 0.000
H 1.891 1.992 5.236 0.000
H 1.857 1.635 6.973 0.000
H -0.811 2.878 7.520 0.000
H -0.397 1.283 8.160 0.000
H -1.911 1.529 7.275 0.000
H 1.062 -3.065 4.984 0.000
H 0.529 -3.276 6.670 0.000
H 2.242 -3.352 6.265 0.000
H 2.667 -1.064 4.453 0.000
H 3.584 -1.511 5.889 0.000
H 2.998 0.142 5.712 0.000
H 0.815 -1.411 8.373 0.000
H 1.920 -0.077 8.022 0.000
H 2.535 -1.723 8.115 0.000
H -3.018 0.552 5.942 0.000
H -3.862 -0.955 5.612 0.000
H -2.816 -0.242 4.374 0.000
H -1.896 -0.554 8.079 0.000
H -1.183 -2.164 7.904 0.000
H -2.921 -1.938 7.694 0.000
H -1.672 -2.559 4.231 0.000
H -2.881 -3.016 5.448 0.000
H -1.177 -3.366 5.721 0.000
C 0.337 0.076 -3.790 -0.001
P 0.684 1.389 -2.544 -0.001
C 2.342 1.880 -3.096 0.003
C 2.637 3.113 -3.664 0.000
C 3.923 3.371 -4.122 0.001
C 4.915 2.410 -4.003 0.000
C 4.629 1.185 -3.417 0.000
C 3.347 0.920 -2.966 0.000
C -0.489 2.670 -3.137 -0.003
C -1.398 3.336 -2.320 0.000
C -2.309 4.233 -2.860 0.000
C -2.320 4.488 -4.223 0.000
C -1.408 3.844 -5.047 0.000
C -0.509 2.935 -4.509 -0.001
H 0.645 0.422 -4.773 0.000
H -0.729 -0.148 -3.806 0.000
H 0.898 -0.825 -3.553 0.000
H 1.875 3.878 -3.744 0.000
H 4.145 4.330 -4.572 0.000
H 5.916 2.619 -4.361 0.000
H 5.406 0.440 -3.299 0.000
H 3.118 -0.032 -2.497 0.000
H -1.397 3.191 -1.254 0.000
H -3.015 4.736 -2.210 0.000
H -3.027 5.197 -4.638 0.000
H -1.395 4.041 -6.112 0.000
H 0.193 2.445 -5.172 0.000
Cl -1.726 1.198 0.871 0.024
Si -1.519 -0.302 -0.623 0.015
Cl 1.061 2.957 -0.139 0.048
Cl -2.941 0.265 -2.019 -0.005